Entry 1:
Formula: C28H42CdNO2Si
Source: the OMol25 dataset
Level of theory: wB97M-V/def2-TZVPD

Summary:
HOMO level (Eh): -0.0889
Gap between HOMO and LUMO (eV): 3.371
Molar mass (g/mol): 565.1
Calculated total energy (Eh): -1754.44902
Max |F| (eV/Å): 3.6
Total charge: -1
LUMO (eV): 0.95

Each line ends with the Löwdin charge.
Element x y z (Å)
O1 -0.665 -0.533 -4.878  -0.125
C1 -0.626 0.742 -5.635  -0.161
C2 -0.467 0.107 -7.003  -0.081
H1 0.235 1.392 -5.424  0.104
H2 -1.555 1.311 -5.508  0.122
C3 -0.383 -1.195 -6.168  -0.557
H3 0.453 0.407 -7.511  0.116
H4 -1.371 0.237 -7.601  0.110
C4 1.024 -1.767 -6.179  -0.017
H5 1.749 -1.024 -5.823  0.091
H6 1.324 -2.093 -7.185  0.091
H7 1.052 -2.636 -5.520  0.084
C5 -1.501 -2.146 -6.547  -0.024
H8 -2.454 -1.614 -6.458  0.089
H9 -1.489 -3.005 -5.878  0.081
H10 -1.398 -2.481 -7.586  0.091
Cd1 -1.655 -1.985 -0.852  1.326
C6 -3.263 -0.928 2.276  -0.122
C7 -2.534 0.284 2.101  -0.099
C8 -2.461 0.582 0.739  -0.170
H11 -2.126 0.886 2.908  0.089
C9 -3.180 -0.457 0.017  -0.399
C10 -3.651 -1.402 1.021  -0.255
H12 -4.333 -2.235 0.838  0.070
H13 -3.471 -1.397 3.241  0.096
H14 -2.052 1.489 0.303  0.077
H15 -3.704 -0.275 -0.928  0.050
C11 0.615 -2.839 2.543  -0.119
C12 -0.217 -3.496 1.631  -0.176
C13 0.110 -3.060 0.279  -0.398
H16 -0.947 -4.261 1.867  0.076
C14 1.181 -2.089 0.433  -0.189
C15 1.470 -1.951 1.807  -0.109
H17 2.233 -1.314 2.252  0.066
H18 0.648 -2.952 3.627  0.094
H19 0.068 -3.787 -0.545  0.030
H20 1.669 -1.589 -0.407  0.061
O2 1.815 1.135 -3.831  -0.179
C16 1.241 0.257 -2.804  -0.181
C17 -0.189 0.773 -2.460  -0.184
H21 1.849 0.327 -1.874  0.111
H22 1.240 -0.801 -3.115  0.108
C18 -0.101 2.252 -2.831  -0.159
H23 -0.448 0.581 -1.411  0.067
H24 -0.958 0.288 -3.076  0.074
C19 1.316 2.446 -3.409  -0.187
H25 -0.266 2.897 -1.979  0.107
H26 -0.796 2.509 -3.617  0.084
H27 2.013 2.833 -2.639  0.120
H28 1.385 3.116 -4.279  0.114
C20 2.315 1.546 1.456  -0.190
Si1 2.054 1.642 3.323  0.346
C21 3.493 0.894 4.262  -0.190
C22 1.781 3.451 3.789  -0.212
N1 0.630 0.742 3.749  -0.057
C23 -0.111 0.540 4.815  -0.442
C24 -0.845 -0.692 4.953  -0.089
C25 -1.503 -1.011 6.127  -0.148
C26 -1.513 -0.101 7.199  -0.182
C27 -0.869 1.141 7.081  -0.158
C28 -0.207 1.479 5.912  -0.070
H29 3.155 2.209 1.195  0.015
H30 1.427 1.880 0.896  0.019
H31 2.565 0.533 1.108  -0.002
H32 4.467 1.347 4.038  0.012
H33 3.324 1.001 5.340  0.024
H34 3.575 -0.179 4.051  0.014
H35 0.743 3.769 3.607  0.027
H36 2.016 3.644 4.847  0.013
H37 2.446 4.068 3.166  0.004
H38 -0.807 -1.385 4.108  0.065
H39 -1.999 -1.980 6.212  0.083
H40 -2.012 -0.362 8.134  0.064
H41 -0.864 1.847 7.916  0.081
H42 0.309 2.437 5.797  0.068

=====

Entry 2:
Formula: C28H42F5N3O7
Source: the OMol25 dataset
Level of theory: wB97M-V/def2-TZVPD

Summary:
HOMO level (alpha / beta) (Eh): -0.3045 / -0.3449
Gap between HOMO and LUMO (alpha / beta) (eV): 7.100 / 8.199
Molar mass (g/mol): 627.6
Calculated total energy (Eh): -2282.29373
Max |F| (eV/Å): 1.3
2S+1: 3
LUMO (alpha / beta) (eV): -1.19 / -1.19

Each line ends with the Löwdin spin population.
Element x y z (Å)
C1 -1.608 -3.443 7.685  0.000
C2 -2.539 -4.198 6.786  0.000
O1 -2.605 -5.384 6.729  0.000
N1 -3.363 -3.339 5.891  0.000
C3 -3.126 -3.792 4.510  0.000
C4 -1.781 -3.425 3.970  0.000
O2 -3.973 -4.384 3.909  0.000
C5 -4.753 -3.330 6.143  0.000
C6 -5.579 -2.302 5.899  0.000
C7 -5.324 -0.899 5.404  0.000
F1 -6.213 -0.065 6.008  0.000
F2 -5.533 -0.843 4.056  0.000
C8 -3.927 -0.262 5.685  0.000
F3 -3.489 -0.575 6.907  0.000
F4 -4.029 1.059 5.618  0.000
F5 -3.024 -0.639 4.777  0.000
C9 -6.976 -2.767 6.138  0.000
O3 -7.986 -2.156 6.200  0.000
O4 -6.917 -4.127 6.365  0.000
C10 -5.612 -4.462 6.674  0.000
O5 -5.339 -5.410 7.319  0.000
H1 -2.022 -3.406 8.694  0.000
H2 -0.663 -3.989 7.718  0.000
H3 -1.425 -2.434 7.321  0.000
H4 -1.026 -3.478 4.757  0.000
H5 -1.822 -2.418 3.559  0.001
H6 -1.538 -4.141 3.184  0.000
C11 -1.513 0.199 -1.838  0.003
C12 -1.460 -0.448 -0.437  0.026
C13 -1.142 0.601 0.633  0.016
C14 0.315 1.060 0.639  0.001
C15 1.263 -0.136 0.704  0.017
C16 1.006 -1.163 -0.400  0.027
N2 -0.441 -1.547 -0.385  0.384
O6 -0.704 -2.410 0.533  0.516
C17 1.430 -0.596 -1.760  0.003
C18 1.843 -2.413 -0.160  -0.001
C19 -2.833 -1.050 -0.162  -0.001
H7 -1.180 -0.497 -2.607  0.002
H8 -2.538 0.479 -2.081  0.000
H9 -0.911 1.103 -1.914  0.000
H10 -1.382 0.184 1.617  0.002
H11 -1.807 1.454 0.483  0.002
H12 0.529 1.670 -0.242  0.000
H13 0.485 1.705 1.503  0.001
H14 2.302 0.196 0.633  0.002
H15 1.156 -0.625 1.678  0.002
H16 1.158 -1.271 -2.572  0.001
H17 2.512 -0.476 -1.779  -0.001
H18 1.010 0.380 -1.981  0.000
H19 1.674 -2.837 0.827  -0.001
H20 2.898 -2.151 -0.243  0.000
H21 1.620 -3.178 -0.904  0.000
H22 -3.065 -1.841 -0.875  0.000
H23 -3.583 -0.264 -0.261  0.000
H24 -2.908 -1.463 0.842  0.000
C20 3.822 4.590 -3.553  0.003
C21 3.912 3.066 -3.788  0.026
C22 5.277 2.686 -4.369  0.016
C23 5.451 3.060 -5.839  0.001
C24 4.296 2.521 -6.680  0.016
C25 2.925 2.948 -6.155  0.026
N3 2.823 2.595 -4.703  0.379
O7 2.543 1.349 -4.531  0.523
C26 2.703 4.449 -6.393  0.003
C27 1.822 2.218 -6.910  -0.001
C28 3.734 2.388 -2.436  -0.001
H25 2.803 4.951 -3.690  0.002
H26 4.112 4.829 -2.530  0.000
H27 4.478 5.161 -4.208  0.000
H28 5.414 1.605 -4.264  0.002
H29 6.052 3.161 -3.762  0.002
H30 5.536 4.144 -5.954  0.000
H31 6.391 2.644 -6.206  0.001
H32 4.390 2.853 -7.716  0.002
H33 4.345 1.428 -6.696  0.002
H34 1.774 4.780 -5.927  0.001
H35 2.624 4.630 -7.465  0.000
H36 3.510 5.077 -6.027  0.000
H37 1.946 1.139 -6.872  -0.001
H38 1.845 2.528 -7.955  0.000
H39 0.841 2.464 -6.500  0.000
H40 2.746 2.592 -2.019  0.000
H41 4.486 2.777 -1.749  0.000
H42 3.862 1.310 -2.502  0.000

=====

Entry 3:
Formula: C28H42N2O
Source: the OMol25 dataset
Level of theory: wB97M-V/def2-TZVPD

Summary:
HOMO level (Eh): -0.3604
Gap between HOMO and LUMO (eV): 10.270
Molar mass (g/mol): 422.7
Calculated total energy (Eh): -1276.82226
Max |F| (eV/Å): 1.9
SMILES string: CCCCCCCCCCC[C@@](C#N)(CCCCC)[C@H](C#N)CC(=O)c1ccccc1
LUMO (eV): 0.46

Each line ends with the Löwdin charge.
Element x y z (Å)
C1 5.157 -1.997 -0.212  -0.124
C2 5.347 -0.526 0.244  -0.252
C3 4.053 0.092 0.877  -0.217
C4 4.327 0.727 2.267  -0.208
C5 3.016 0.893 3.100  -0.205
C6 2.742 2.335 3.579  -0.203
C7 2.745 3.408 2.455  -0.207
C8 1.328 3.965 2.128  -0.198
C9 0.597 2.879 1.295  -0.211
C10 -0.949 2.973 1.332  -0.184
C11 -1.656 2.503 0.039  -0.126
C12 -1.773 0.961 -0.135  -0.348
C13 -1.077 0.193 0.967  -0.192
N1 -0.501 -0.423 1.769  0.216
C14 -3.262 0.458 -0.099  -0.126
C15 -3.424 -0.985 0.423  -0.212
C16 -4.818 -1.583 0.066  -0.215
C17 -4.987 -3.032 0.563  -0.267
C18 -4.659 -3.245 2.059  -0.124
C19 -1.105 0.414 -1.464  -0.216
C20 0.343 0.802 -1.426  -0.159
N2 1.462 1.089 -1.567  0.217
C21 -1.727 0.987 -2.746  -0.051
C22 -1.027 0.406 -4.013  -0.336
O1 -0.780 1.071 -4.982  0.131
C23 -0.670 -1.087 -3.922  -0.182
C24 0.635 -1.493 -3.689  -0.029
C25 0.872 -2.857 -3.576  -0.065
C26 -0.184 -3.743 -3.683  -0.094
C27 -1.483 -3.338 -3.937  -0.075
C28 -1.728 -1.978 -4.050  -0.041
H1 5.442 -2.695 0.593  0.068
H2 5.798 -2.251 -1.070  0.062
H3 4.119 -2.236 -0.487  0.060
H4 5.617 0.041 -0.662  0.096
H5 6.192 -0.481 0.947  0.096
H6 3.716 0.862 0.168  0.086
H7 3.319 -0.724 0.941  0.100
H8 4.905 1.657 2.171  0.110
H9 4.966 -0.007 2.789  0.102
H10 3.145 0.279 4.007  0.105
H11 2.192 0.440 2.532  0.077
H12 1.745 2.326 4.058  0.107
H13 3.459 2.604 4.370  0.106
H14 3.181 2.988 1.536  0.099
H15 3.368 4.273 2.737  0.104
H16 0.754 4.205 3.033  0.110
H17 1.481 4.840 1.477  0.108
H18 0.851 1.913 1.764  0.077
H19 1.010 2.843 0.280  0.094
H20 -1.386 2.475 2.213  0.118
H21 -1.187 4.045 1.465  0.113
H22 -1.160 2.951 -0.836  0.115
H23 -2.669 2.940 0.050  0.117
H24 -3.857 1.103 0.570  0.129
H25 -3.725 0.529 -1.092  0.107
H26 -2.693 -1.649 -0.075  0.120
H27 -3.349 -1.056 1.515  0.105
H28 -4.946 -1.587 -1.029  0.108
H29 -5.576 -0.956 0.565  0.116
H30 -4.385 -3.751 -0.014  0.105
H31 -6.043 -3.322 0.428  0.102
H32 -5.160 -2.536 2.734  0.076
H33 -5.000 -4.249 2.358  0.069
H34 -3.570 -3.247 2.220  0.071
H35 -1.181 -0.679 -1.382  0.146
H36 -1.617 2.080 -2.801  0.132
H37 -2.796 0.768 -2.874  0.125
H38 1.410 -0.734 -3.597  0.113
H39 1.875 -3.240 -3.388  0.111
H40 0.008 -4.811 -3.563  0.108
H41 -2.315 -4.036 -4.031  0.108
H42 -2.729 -1.581 -4.234  0.122